{
  "formula": "C71H89BGeN10O3Tl",
  "method": "ωB97M-V/def2-TZVPD",
  "symbols": ["Tl", "Ge", "O", "O", "O", "N", "N", "N", "N", "N", "N", "N", "N", "N", "N", "C", "C", "C", "C", "C", "C", "C", "C", "C", "C", "C", "C", "C", "C", "C", "C", "C", "C", "C", "C", "C", "C", "C", "C", "C", "C", "C", "C", "C", "C", "C", "C", "C", "C", "C", "C", "C", "C", "C", "C", "C", "C", "C", "C", "C", "C", "C", "C", "C", "C", "C", "C", "C", "C", "C", "C", "C", "C", "C", "C", "C", "C", "C", "C", "C", "C", "C", "C", "C", "C", "C", "B", "H", "H", "H", "H", "H", "H", "H", "H", "H", "H", "H", "H", "H", "H", "H", "H", "H", "H", "H", "H", "H", "H", "H", "H", "H", "H", "H", "H", "H", "H", "H", "H", "H", "H", "H", "H", "H", "H", "H", "H", "H", "H", "H", "H", "H", "H", "H", "H", "H", "H", "H", "H", "H", "H", "H", "H", "H", "H", "H", "H", "H", "H", "H", "H", "H", "H", "H", "H", "H", "H", "H", "H", "H", "H", "H", "H", "H", "H", "H", "H", "H", "H", "H", "H", "H", "H", "H", "H", "H"],
  "xyz": [[-0.702399, -0.034559, -0.497735], [2.970860, 0.725991, 1.749981], [-1.707984, -3.201480, 3.214230], [3.287395, 0.181205, -1.004511], [1.546247, -3.627539, -2.454083], [-1.136712, -0.947064, 3.135315], [-2.765247, 2.027660, -2.121677], [-3.390265, -0.794987, -0.382282], [-2.057184, 2.208799, 0.759106], [5.282316, 0.522885, -2.002951], [-2.865487, 1.418118, -3.319564], [0.029400, -2.376366, 0.527239], [-3.324648, 2.311381, 0.306058], [0.137958, -1.805071, -2.272287], [-4.100629, 0.177176, -0.999608], [6.489882, -0.011554, -2.598885], [0.147231, -2.067747, 6.039129], [0.954886, -0.724928, -4.292020], [7.209378, 0.299297, 1.135265], [2.026102, -0.027284, -3.477439], [-3.233713, 0.029199, 4.028842], [-5.117140, 0.519168, 2.363994], [7.423280, -1.067030, 1.258316], [2.919284, 5.066986, -0.271461], [2.075950, 2.828631, -0.054297], [0.160156, -0.591292, 5.623097], [2.052451, 4.063634, -0.683858], [4.427101, -1.751131, -1.840554], [0.050799, -1.603644, -3.663927], [-3.720936, -3.223421, 0.158277], [-4.059690, 3.060081, 1.149455], [3.387926, 2.210111, 4.350595], [2.965366, 2.564356, 0.990565], [-4.938052, -4.150808, 0.190681], [0.925353, 0.239659, 6.647155], [-0.692238, 3.059919, 2.619487], [0.860927, -2.805190, -1.805401], [4.010864, 2.375072, 5.584618], [0.950593, -2.924006, -0.274814], [-1.964172, -3.130899, -3.840770], [-3.250745, 3.454546, 2.193528], [-4.765765, -1.748154, 3.386132], [-1.910938, 1.614805, -5.573139], [3.888772, -0.125969, 4.411190], [4.604988, 1.293632, 6.214424], [-2.522172, -4.011185, -0.368076], [-1.013950, -1.930523, -5.817582], [-1.891534, -0.387042, 4.169664], [-1.498493, -4.573638, -4.069982], [-1.912512, 0.605296, 6.396004], [-1.486131, 3.183064, -3.496568], [3.371815, 0.972011, 3.716596], [-1.063865, -2.208488, 2.798123], [-0.111859, 4.443962, 2.306167], [-3.388678, -2.917275, -4.352250], [-1.249511, -0.099300, 5.397036], [2.097790, -3.844237, 1.612485], [-0.863184, 2.885671, 4.128391], [5.156031, 1.964576, -1.933597], [-1.390646, 2.731519, -6.474734], [-2.085634, 2.088807, -4.155991], [0.855530, -0.468440, -5.654629], [-5.184552, -0.346518, -1.590437], [1.129614, -3.295565, 2.428948], [-4.074616, -0.469657, 2.885315], [0.084600, -2.576965, 1.846825], [-0.111404, -1.079740, -6.433029], [6.338603, -1.905096, 1.479775], [4.514779, 0.031020, 5.637054], [3.377809, -0.002792, -4.195421], [-1.949361, 3.097000, -2.200853], [-5.208616, -1.699220, -1.335072], [3.801949, 4.825771, 0.771811], [-3.848773, 0.768903, 5.032581], [3.821611, 3.585256, 1.400510], [4.828630, -0.002714, 1.479083], [1.993827, -3.683110, 0.238711], [-3.205517, 1.018893, -6.122913], [1.592385, 1.397997, -3.125444], [4.271742, -0.278269, -1.570048], [5.059359, -1.374850, 1.583711], [-0.961618, -2.186830, -4.451986], [-1.994170, 2.886908, 1.893823], [5.926141, 0.821068, 1.242186], [-4.057098, -1.939134, -0.562672], [-3.202973, 1.071096, 6.216384], [-3.810332, 1.701843, -1.021852], [-1.162720, 0.813614, -5.567348], [-1.779086, -2.408422, -6.417845], [-0.167733, -0.886407, -7.498405], [6.487925, -2.976064, 1.559099], [-5.453999, -2.144129, 2.642180], [4.151818, 0.395286, -3.533317], [3.825458, -1.115142, 3.974573], [0.636634, 1.389699, -2.598945], [-0.797431, 3.912818, -3.890134], [1.550864, 0.219277, -6.122685], [1.355422, 4.242606, -1.494172], [-3.482104, -3.155121, -5.414859], [-1.327888, 1.927163, 4.365400], [5.997702, 2.398485, -1.387349], [3.483556, -2.245767, -1.641565], [-0.352383, -2.177671, 7.006647], [5.192496, -2.166073, -1.180590], [-3.034386, 0.592095, -7.114920], [-3.701424, 1.639958, 6.993582], [1.169351, -2.451576, 6.133177], [-5.339501, -1.515384, 4.289346], [8.048779, 0.962371, 0.956495], [5.123985, 2.394806, -2.939646], [-1.405069, 0.818931, 7.326718], [-1.710962, -3.344193, -0.648237], [-4.870540, 1.099561, 4.888172], [-3.402308, -0.703904, 2.056429], [7.209215, 0.799759, -2.698624], [4.512982, 3.421161, 2.218153], [-4.665671, 1.488681, 2.144306], [3.343826, 0.643836, -5.075278], [1.969382, -0.064445, 6.662741], [2.334399, 1.880040, -2.480301], [-4.866737, 2.231709, -1.293979], [-5.098004, 3.260072, 0.942051], [-2.091656, 3.570388, -6.496404], [0.676214, -0.524202, 4.659602], [6.937749, -0.778468, -1.965580], [4.236482, 2.213387, -1.410728], [4.035248, 3.353140, 6.051067], [4.936001, -0.829153, 6.143889], [-5.830863, -3.646554, 0.563498], [1.136668, -3.436555, 3.502040], [2.905893, 6.034522, -0.758879], [-0.750925, 5.217433, 2.741237], [-1.506503, -4.805561, -5.140103], [-1.747151, 3.711027, -1.338295], [1.400724, 2.051169, -0.390392], [3.668101, -1.003804, -4.521527], [-2.148796, -4.667076, 0.421559], [-1.258566, 2.362573, -7.494842], [5.786177, 1.891213, 1.145597], [-2.154246, -5.287472, -3.564445], [-0.424859, 3.102435, -6.124951], [1.467501, 1.999346, -4.032037], [-4.729651, -5.005180, 0.837769], [-2.800705, -4.618880, -1.230419], [0.528894, 0.100092, 7.656372], [2.682628, -4.145685, -0.451606], [-1.492795, 3.681985, 4.535413], [-3.701657, -1.883533, -4.193801], [-5.866682, 0.280038, -2.139778], [-3.465926, -2.946162, 1.181664], [2.918727, -4.411864, 2.039242], [-5.157338, -4.529625, -0.812120], [0.884907, 1.303829, 6.405551], [-3.982248, 1.785398, -6.196769], [-0.061264, 4.609540, 1.229747], [-4.079232, -3.564022, -3.804172], [-5.552454, 0.131628, 1.439528], [-4.024129, -2.510265, 3.631225], [4.482453, 5.604154, 1.097594], [-5.945421, -2.409986, -1.668268], [0.897178, 4.554806, 2.715028], [2.923808, 3.064797, 3.872138], [-3.566986, 0.234063, -5.460531], [-0.394856, -2.672306, 5.309718], [4.222677, -2.044611, 1.743469], [-1.969210, -2.933852, -2.774592], [6.312173, -0.435226, -3.592031], [5.115130, 1.426589, 7.160860], [-3.523995, 4.046421, 3.051474], [8.423473, -1.474694, 1.171371], [0.106793, 2.932734, 4.631450], [4.712059, -1.943598, -2.874362], [-5.930961, 0.664408, 3.080345], [-0.008440, 2.291540, 2.245680], [2.120973, -0.573805, -2.540539], [-0.482352, -4.707731, -3.694645]],
  "forces_ev_per_a": [[-0.015, -0.128, 0.124], [1.177, 0.589, 0.741], [-0.006, 0.020, -0.007], [0.409, -0.032, 0.266], [-0.063, 0.070, 0.022], [0.376, 0.343, -0.287], [-0.049, 0.057, 0.039], [0.205, 0.010, 0.043], [-0.023, -0.021, 0.090], [0.771, 0.204, 0.753], [0.041, -0.070, 0.010], [-0.137, 0.269, 0.134], [-0.157, 0.086, -0.135], [-0.477, -0.197, 0.183], [-0.127, 0.079, -0.108], [-0.051, 0.011, 0.101], [0.018, 0.035, -0.119], [0.155, 0.149, 0.003], [0.030, -0.016, 0.015], [-0.296, -0.127, -0.318], [-0.002, -0.098, 0.028], [0.146, -0.070, 0.083], [-0.029, 0.004, -0.055], [0.021, -0.050, 0.003], [-0.042, 0.021, 0.147], [0.011, -0.031, 0.050], [0.027, 0.085, 0.015], [0.028, -0.012, 0.139], [0.172, 0.064, -0.257], [0.050, -0.012, 0.041], [0.399, 0.635, -0.281], [-0.089, 0.022, -0.023], [-0.430, -0.244, -0.196], [0.031, 0.079, 0.148], [0.040, -0.011, -0.051], [-0.082, 0.165, 0.165], [0.229, 0.161, -0.128], [-0.019, -0.001, 0.006], [0.134, -0.300, 0.000], [-0.054, -0.178, -0.103], [0.033, 0.187, -0.106], [0.180, -0.023, -0.046], [-0.025, 0.011, 0.039], [0.045, 0.094, 0.034], [-0.035, -0.047, -0.011], [0.080, 0.186, -0.074], [0.086, 0.042, -0.093], [-0.205, -0.327, 0.126], [-0.006, 0.006, 0.103], [0.054, -0.074, 0.017], [0.025, -0.006, 0.046], [-0.480, -0.215, -0.079], [-0.144, 0.247, 0.150], [0.042, -0.100, -0.064], [0.051, 0.028, 0.094], [-0.023, -0.231, 0.134], [0.021, 0.074, 0.033], [-0.051, -0.071, -0.173], [-0.004, -0.049, 0.141], [0.029, -0.095, 0.054], [-0.029, -0.027, -0.035], [0.095, -0.155, -0.041], [-0.053, -0.107, 0.067], [0.073, 0.009, -0.037], [-0.071, -0.118, -0.152], [-0.191, -0.187, 0.113], [0.067, -0.211, 0.014], [0.014, 0.004, -0.020], [-0.009, 0.047, 0.023], [-0.110, 0.176, -0.212], [0.019, 0.029, -0.054], [0.034, 0.012, -0.141], [0.050, -0.005, -0.010], [0.004, 0.063, -0.021], [0.029, -0.020, 0.025], [-0.330, -0.274, -0.359], [0.016, 0.001, -0.026], [0.071, 0.011, 0.048], [0.139, -0.034, -0.035], [0.145, -0.160, 0.629], [0.008, -0.010, 0.007], [0.009, 0.109, 0.073], [-0.070, 0.016, 0.001], [-0.055, 0.071, 0.048], [-0.191, 0.008, -0.002], [0.006, -0.027, 0.018], [0.146, 0.047, -0.056], [-0.191, 0.247, 0.072], [-0.034, 0.002, 0.019], [-0.027, 0.015, -0.002], [-0.015, 0.003, 0.019], [-0.098, -0.084, -0.202], [-0.563, -0.105, -0.912], [0.051, -0.017, -0.008], [-0.020, 0.082, -0.068], [0.011, -0.018, -0.018], [0.022, 0.015, 0.024], [-0.021, -0.043, -0.004], [-0.016, -0.010, -0.014], [0.137, 0.360, -0.105], [0.004, -0.016, -0.017], [-0.064, -0.052, -0.016], [0.011, -0.007, 0.009], [0.016, 0.013, -0.007], [-0.008, -0.003, -0.015], [0.014, 0.015, -0.012], [-0.006, -0.008, 0.013], [-0.026, -0.003, -0.017], [-0.012, 0.019, -0.002], [-0.011, 0.004, -0.037], [0.049, 0.010, 0.034], [-0.034, -0.062, -0.049], [-0.019, -0.020, -0.028], [-0.071, -0.057, 0.044], [-0.001, 0.001, 0.004], [0.026, 0.010, 0.000], [-0.308, -0.690, 0.361], [-0.050, -0.018, -0.087], [0.134, -0.017, 0.015], [-0.123, -0.087, -0.196], [-0.024, -0.007, 0.029], [0.006, -0.019, -0.009], [0.003, 0.021, -0.018], [0.011, 0.045, -0.010], [-0.014, -0.012, -0.009], [0.045, 0.026, -0.011], [-0.013, 0.008, -0.016], [-0.010, -0.010, 0.001], [0.001, 0.014, 0.047], [-0.017, -0.009, 0.005], [-0.009, 0.002, -0.001], [0.018, 0.022, -0.006], [0.014, 0.012, -0.004], [-0.031, -0.023, 0.028], [-0.008, 0.034, 0.011], [-0.035, 0.026, -0.078], [-0.010, -0.042, -0.031], [0.001, 0.013, -0.019], [0.010, 0.000, -0.045], [-0.040, 0.000, 0.022], [0.002, 0.022, -0.013], [-0.047, -0.008, -0.018], [0.000, -0.022, -0.022], [-0.002, -0.022, -0.130], [-0.006, 0.003, 0.017], [0.018, -0.002, -0.043], [-0.007, 0.020, 0.010], [-0.019, -0.005, -0.008], [0.019, 0.037, 0.011], [-0.064, 0.067, 0.125], [-0.012, -0.022, -0.012], [0.003, -0.005, 0.001], [0.014, 0.005, 0.014], [-0.018, 0.007, -0.010], [0.032, 0.024, -0.020], [0.001, 0.009, -0.001], [-0.029, -0.024, -0.031], [-0.014, -0.018, 0.002], [-0.008, 0.001, 0.022], [-0.023, -0.005, 0.045], [-0.007, -0.005, 0.023], [0.016, 0.021, 0.003], [-0.015, -0.006, -0.022], [-0.011, -0.013, 0.025], [-0.033, -0.052, -0.036], [0.009, -0.013, 0.208], [-0.047, 0.021, -0.061], [-0.027, -0.010, 0.019], [-0.021, -0.017, 0.006], [0.001, -0.002, 0.012], [0.026, 0.008, 0.023], [0.032, -0.014, 0.075], [-0.061, -0.011, 0.038], [-0.031, -0.047, -0.032], [-0.138, 0.046, -0.362], [0.000, -0.009, -0.012]],
  "energy_ev": -158006.761,
  "e_above_lowest_kj_mol": 0.00,
  "spin_multiplicity": 2,
  "charge": -2,
  "gap_ev": [6.38, 5.30],
  "fmax_ev_per_a": 1.51
}